80
Properties=species:S:1:pos:R:3 method="wB97M-V/def2-TZVPD" e_tot_ha=-4959.7645 e_above_lowest_kj_mol=123.7 total_charge=-1 orbital_gap_ha=0.2006 homo_ha=-0.17216
Lu 1.77 1.56 -0.99
S 0.17 3.28 1.12
P -0.49 1.39 1.21
C 0.55 0.12 0.67
P 1.98 0.03 1.66
S 3.29 1.54 1.52
C 1.65 -0.36 3.41
C 1.96 0.53 4.44
C 1.68 0.20 5.75
C 1.08 -1.02 6.05
C 0.76 -1.91 5.03
C 1.04 -1.58 3.71
C 2.84 -1.49 1.12
C 4.19 -1.68 1.39
C 4.83 -2.84 0.97
C 4.12 -3.81 0.28
C 2.77 -3.63 0.02
C 2.13 -2.47 0.44
C -1.29 1.13 2.84
C -2.03 -0.03 3.02
C -2.68 -0.26 4.22
C -2.59 0.67 5.25
C -1.84 1.83 5.07
C -1.19 2.06 3.87
C -1.95 1.31 0.11
C -2.97 2.24 0.23
C -4.03 2.24 -0.67
C -4.07 1.31 -1.70
C -3.07 0.35 -1.80
C -2.02 0.35 -0.90
H 2.44 1.47 4.18
H 1.92 0.89 6.55
H 0.86 -1.28 7.08
H 0.29 -2.85 5.26
H 0.79 -2.26 2.91
H 4.74 -0.91 1.91
H 5.88 -2.98 1.18
H 4.62 -4.71 -0.06
H 2.21 -4.39 -0.52
H 1.08 -2.31 0.26
H -2.08 -0.76 2.22
H -3.26 -1.17 4.36
H -3.10 0.49 6.19
H -1.77 2.55 5.87
H -0.61 2.96 3.71
H -2.92 2.98 1.02
H -4.83 2.97 -0.57
H -4.89 1.32 -2.41
H -3.10 -0.39 -2.59
H -1.25 -0.41 -0.94
N -0.64 4.11 -1.78
C -1.14 4.94 -2.70
C -0.15 5.14 -3.63
C 0.94 4.38 -3.16
N 0.62 3.76 -2.03
H -1.05 3.80 -0.90
H -2.15 5.32 -2.64
H -0.18 5.75 -4.52
H 1.92 4.26 -3.59
O 0.48 1.05 -2.89
C 0.79 -0.16 -2.74
O 1.70 -0.52 -1.96
C 0.00 -1.23 -3.43
C -0.58 -1.04 -4.68
C -1.34 -2.06 -5.23
C -1.56 -3.25 -4.56
C -0.98 -3.42 -3.32
C -0.19 -2.42 -2.75
N -1.21 -4.65 -2.58
O -0.72 -4.75 -1.48
O -1.85 -5.53 -3.13
N -1.93 -1.88 -6.55
O -2.54 -2.82 -7.03
O -1.78 -0.81 -7.10
H -0.46 -0.10 -5.21
H -2.16 -4.03 -5.00
H 0.28 -2.57 -1.79
F 4.65 2.90 -2.79
B 3.69 2.50 -1.93
F 3.92 1.07 -1.82


81
Properties=species:S:1:pos:R:3 method="wB97M-V/def2-TZVPD" multiplicity=5 e_tot_ha=-7063.7326 e_above_lowest_kj_mol=95.0 total_charge=-1 orbital_gap_ha="0.2289 / 0.2404" homo_ha="-0.14947 / -0.18741"
Fe 0.41 0.07 0.13
C 1.18 -6.86 -3.68
C 0.58 -5.80 -2.79
C -0.77 -5.47 -2.87
C -1.32 -4.48 -2.07
C -0.50 -3.82 -1.16
C 0.85 -4.12 -1.06
C 1.38 -5.11 -1.88
S -1.31 -2.66 -0.09
O -2.08 -1.76 -0.91
O -2.07 -3.49 0.81
N -0.23 -1.77 0.72
C 0.48 -2.32 1.80
C 0.50 -3.63 2.25
C 1.30 -4.01 3.35
C 2.08 -3.12 4.02
C 2.07 -1.76 3.61
C 2.83 -0.75 4.25
C 2.79 0.53 3.79
C 1.96 0.83 2.69
N 1.24 -0.08 2.09
C 1.28 -1.37 2.51
H 0.41 -7.55 -4.03
H 1.95 -7.43 -3.15
H 1.65 -6.40 -4.55
H -1.40 -5.99 -3.59
H -2.37 -4.22 -2.13
H 1.49 -3.58 -0.38
H 2.44 -5.32 -1.83
H -0.11 -4.37 1.76
H 1.29 -5.05 3.65
H 2.70 -3.42 4.86
H 3.45 -1.02 5.10
H 3.37 1.31 4.25
H 1.89 1.84 2.29
Br -7.15 6.25 0.14
C -5.60 6.16 -0.96
C -5.66 6.61 -2.27
C -4.53 6.56 -3.06
C -3.31 6.07 -2.55
C -3.27 5.63 -1.22
C -4.42 5.66 -0.43
N -2.23 6.06 -3.41
N -1.05 5.85 -2.93
C -0.47 4.83 -2.30
C 0.71 5.05 -1.54
C 1.29 4.05 -0.79
C 0.74 2.76 -0.75
O 1.21 1.82 -0.04
C -0.39 2.48 -1.60
N -0.84 1.20 -1.57
C -1.79 0.85 -2.42
C -2.37 1.75 -3.32
C -1.97 3.06 -3.31
C -0.96 3.46 -2.41
H -6.59 7.01 -2.66
H -4.54 6.91 -4.08
H -2.35 5.25 -0.80
H -4.39 5.30 0.59
H 1.12 6.05 -1.54
H 2.18 4.25 -0.21
H -2.09 -0.20 -2.37
H -3.12 1.41 -4.02
H -2.40 3.78 -3.98
C -4.84 1.24 2.25
C -4.13 0.43 1.16
C -2.69 0.70 1.15
N -1.56 0.91 1.13
H -5.91 1.04 2.24
H -4.69 2.31 2.09
H -4.44 0.99 3.23
H -4.53 0.68 0.17
H -4.27 -0.64 1.31
F 3.54 1.19 -1.75
C 2.87 0.40 -2.60
F 1.86 1.11 -3.12
F 3.69 0.08 -3.60
S 2.24 -1.15 -1.75
O 3.00 -2.19 -2.40
O 2.55 -0.93 -0.33
O 0.81 -1.13 -2.00